22
Properties=species:S:1:pos:R:3:forces:R:3:nbo_charge:R:1 method="wB97M-V/def2-TZVPD" orbital_gap_ev=9.56 max_force_ev_per_a=2.2 lumo_energy_ev=-3.036 de_lowest_ev=1.048 total_charge=+1 total_energy_ha=-345.907198
N -1.736541 -0.569149 0.823045 2.093 0.131 -0.322 -0.656
C -0.665956 -0.449714 1.866325 -0.978 0.976 -0.083 -0.220
C 0.475035 0.307780 1.251271 1.488 -0.325 -0.183 -0.247
N 0.991609 -0.463375 0.139812 -0.390 -0.501 -0.471 -0.676
C 1.396312 0.175714 -1.108331 0.865 0.106 -0.146 -0.217
C 2.922686 0.183971 -1.378661 -0.902 -0.271 0.043 -0.623
H -2.494906 -1.098490 1.126921 -1.821 -1.109 0.634 0.430
H -1.331607 -1.022064 0.002064 0.276 -0.081 -0.172 0.452
H -2.068251 0.319795 0.493932 -0.389 0.587 -0.214 0.452
H -1.137486 0.066691 2.700342 0.208 -0.022 0.179 0.226
H -0.369585 -1.439715 2.153489 0.113 -0.467 0.142 0.228
H 1.258885 0.400042 2.007507 -0.203 0.435 0.235 0.219
H 0.224689 1.296234 0.866894 -0.305 0.095 0.332 0.210
H 1.697226 -1.128856 0.420403 -0.048 0.015 0.141 0.381
H 1.079624 1.218805 -1.132457 -0.355 -0.063 0.078 0.192
H 0.938311 -0.337218 -1.947267 -0.338 -0.060 -0.070 0.187
H 3.456134 -0.618886 -0.870820 -0.066 -0.013 0.129 0.208
H 3.032276 0.005243 -2.440313 0.408 0.240 -0.229 0.226
H 3.330594 1.140340 -1.097266 0.449 0.190 0.037 0.217
H -3.844752 0.139244 -1.817743 0.270 -0.337 0.090 0.501
H -3.776684 1.378312 -1.010594 0.223 -0.052 0.221 0.492
O -3.377613 0.495297 -1.048552 -0.598 0.527 -0.372 -0.984

38
Properties=species:S:1:pos:R:3:forces:R:3:nbo_charge:R:1 method="wB97M-V/def2-TZVPD" orbital_gap_ev=9.31 max_force_ev_per_a=4.5 lumo_energy_ev=0.117 total_charge=0 total_energy_ha=-1690.400971
C 3.798623 0.177997 -0.451988 0.495 -0.087 -0.437 -0.269
O 2.495202 -0.359455 -0.112113 0.205 1.440 -0.792 -0.747
B 1.622465 0.233981 -1.042521 0.829 -1.310 0.733 1.347
O 1.397830 -0.418966 -2.246372 0.290 1.210 0.587 -0.910
O 1.079743 1.489596 -0.666150 -2.376 -0.797 -0.417 -0.959
P -0.341989 1.860568 -1.358043 -0.455 0.404 -1.533 2.512
O -0.350186 1.883808 -2.816004 0.377 -0.030 0.160 -1.074
O -1.558128 0.949234 -0.808250 1.502 1.530 0.743 -0.778
C -2.820577 1.402056 -1.335014 -1.588 0.085 -0.788 -0.111
C -4.079165 0.775474 -0.641204 -0.602 0.855 -0.528 -0.346
C -5.100540 0.329904 -1.740866 0.441 -0.202 -0.080 -0.634
I -3.667470 -0.761829 0.811185 0.016 0.267 -0.438 0.128
O -0.680272 3.442386 -0.820468 0.007 -2.237 1.087 -0.491
O -0.328103 4.266177 -1.915565 0.730 1.803 -0.053 -0.201
C 0.358987 5.272958 -1.392256 -2.290 -3.483 -1.745 0.514
N 0.976475 6.152451 -1.066234 1.923 2.840 1.172 -0.349
H 4.341413 -0.519186 -1.128548 -0.366 0.267 0.414 0.182
H 4.427349 0.333967 0.441853 -0.562 -0.037 -0.294 0.208
H 3.703848 1.145899 -1.004802 0.179 -0.453 0.543 0.175
H 2.198945 -0.266093 -2.776717 -0.450 -0.454 -0.204 0.509
H -2.943646 2.506632 -1.278360 0.471 -0.667 0.243 0.204
H -2.893308 1.169134 -2.419841 0.475 -0.111 0.711 0.208
H -4.584524 1.595306 -0.090636 0.488 -0.707 0.083 0.220
H -4.548439 -0.150603 -2.576973 -0.444 0.016 0.558 0.213
H -5.857361 -0.366730 -1.340486 0.394 0.344 -0.188 0.233
H -5.636492 1.198394 -2.182894 0.411 -0.352 0.412 0.217
C 0.142685 -2.993673 3.030028 0.036 0.033 0.041 0.529
O -0.718477 -3.335397 2.243986 0.037 0.006 -0.086 -0.625
N 1.441289 -2.795835 2.716229 -0.086 0.020 0.255 -0.431
C 2.420117 -2.386033 3.702113 -0.006 -0.062 -0.320 -0.397
C 1.866045 -3.002440 1.342535 -0.362 -0.170 -0.003 -0.409
H -0.079176 -2.813131 4.095870 0.065 0.023 0.019 0.103
H 2.858764 -1.431753 3.401267 0.085 -0.008 0.134 0.195
H 3.207419 -3.140888 3.766310 0.069 0.097 0.121 0.193
H 1.957141 -2.271484 4.681273 -0.047 -0.024 -0.062 0.211
H 1.308838 -2.334297 0.686801 0.127 -0.138 -0.043 0.220
H 1.653494 -4.032481 1.049834 0.043 0.031 -0.080 0.209
H 2.931190 -2.805639 1.243039 -0.059 0.058 0.075 0.201

37
Properties=species:S:1:pos:R:3:forces:R:3:nbo_charge:R:1 method="wB97M-V/def2-TZVPD" orbital_gap_ev=5.52 max_force_ev_per_a=8.5 lumo_energy_ev=1.733 de_lowest_ev=2.612 total_charge=-1 total_energy_ha=-3614.799801
N -6.454459 3.467994 23.512321 -1.036 0.450 0.213 -0.897
H -7.332683 3.446408 23.013965 0.184 -0.407 -0.743 0.404
H -6.696178 4.047008 24.303788 0.753 -0.303 0.879 0.422
H -5.710912 3.926598 23.005461 0.977 0.550 -0.911 0.486
H -6.095278 2.547628 23.722138 0.594 -0.696 1.062 0.480
N -3.037008 4.534868 21.756957 3.804 -1.998 1.808 0.732
O -2.297480 3.590701 21.656034 -0.598 -6.467 -1.366 -0.519
O -4.201949 4.477716 22.090256 -3.654 0.210 -0.204 -0.627
O -2.349931 5.502383 21.761883 -0.077 8.456 -0.333 -0.555
N -3.726098 1.740033 25.268052 4.288 -3.343 -1.041 0.731
O -3.234719 1.643482 26.340467 -0.448 1.567 7.425 -0.538
O -4.892542 1.926479 25.057459 -4.453 1.591 -0.910 -0.626
O -2.913378 1.372623 24.442921 0.197 0.103 -5.431 -0.536
Cl -7.586598 1.092863 20.998372 -0.228 -0.040 -0.362 -0.023
C -8.882486 1.815576 20.018858 -0.948 0.446 -0.192 -0.401
C -9.610005 2.917139 20.823437 0.730 -0.930 0.003 -0.379
Cl -8.460956 4.144855 21.467888 -0.959 0.121 -1.168 -0.048
H -9.653561 1.078270 19.795444 0.061 -0.371 0.403 0.214
H -8.544691 2.074540 19.015400 0.559 0.516 0.386 0.224
H -10.042596 2.388728 21.672993 0.144 0.373 0.054 0.226
H -10.417839 3.419950 20.291757 0.307 0.008 -0.190 0.226
Cl -4.613669 5.550490 25.005688 0.412 1.811 -0.158 -0.079
C -4.345135 7.389614 24.807206 -0.616 -0.560 1.329 -0.353
C -3.750495 7.972927 26.110407 -0.637 -0.247 -0.717 -0.363
Cl -4.781278 7.641347 27.590161 0.708 -0.054 -0.765 -0.093
H -5.311404 7.869723 24.652496 -0.112 -0.418 -0.128 0.200
H -3.710385 7.605401 23.947780 0.157 -0.483 0.107 0.248
H -3.798776 9.060242 26.051123 0.348 -0.083 -0.167 0.211
H -2.725727 7.611092 26.194186 -0.217 0.008 0.672 0.228
Cl -9.382251 5.265892 24.417280 0.268 0.420 0.041 -0.043
C -11.096607 5.525626 24.712354 -0.762 -1.233 0.706 -0.397
C -11.807968 4.153308 24.803160 0.908 0.742 -0.941 -0.360
Cl -11.830779 3.251686 23.219565 -0.467 0.550 0.725 -0.096
H -11.519676 6.256225 24.022911 0.092 -0.295 -0.063 0.227
H -11.223040 5.856028 25.743351 0.270 0.565 -0.068 0.220
H -12.811450 4.340600 25.185315 -0.008 -0.538 -0.176 0.220
H -11.166596 3.538655 25.434792 -0.541 -0.023 0.221 0.232